Molecular formula: C25H28B2Cl2N4O8S2
Method: DFT, ωB97M-V with the def2-TZVPD basis set

```
71
Properties=species:S:1:pos:R:3:forces:R:3
C 3.60343 2.52470 2.50339 -0.16 0.58 0.33
C 3.43525 2.25734 1.35220 -0.18 0.07 -0.31
C 3.11075 1.98004 -0.04179 0.07 -0.23 0.41
C 2.81678 0.49518 -0.20600 -0.17 0.44 -0.17
C 1.50363 0.04134 -0.02514 0.74 0.55 0.22
C 1.26714 -1.30805 -0.13306 -1.26 -0.18 0.15
C 2.28396 -2.18680 -0.44691 0.21 -0.35 -0.08
Cl 1.85230 -3.86592 -0.57798 0.03 -0.06 0.05
C 3.58607 -1.75729 -0.64203 -0.19 -0.11 0.04
C 4.65985 -2.76342 -0.95407 -0.13 -0.06 -0.17
O 5.06309 -2.76445 -2.33544 0.22 -0.01 -0.07
N 4.11142 -3.42090 -3.11037 0.00 -0.17 0.02
O 4.50016 -3.57911 -4.20101 -0.04 0.16 0.06
C 3.84860 -0.38734 -0.49980 0.66 -0.46 -0.46
B 5.34932 0.09776 -0.64221 -0.03 0.80 0.38
O 6.17580 -0.39157 -1.61652 -0.26 -0.43 0.40
N 5.86438 1.11827 0.29863 0.43 -0.76 -0.73
C 6.66077 0.52388 1.36698 -0.33 0.71 0.60
C 6.55475 2.21634 -0.37960 -0.10 0.17 0.26
S -0.33609 -2.01300 0.13644 0.10 0.16 0.03
C -1.38052 -0.56309 0.12113 0.83 -0.97 0.03
C -0.85186 0.70094 0.23742 -0.04 0.82 0.03
C -1.75062 1.78204 0.27833 0.46 0.00 0.22
S -1.04059 3.40403 0.52919 0.73 2.03 -0.29
C -0.02930 3.33613 2.00685 -0.76 -0.96 0.15
O -2.01260 4.43228 0.75804 -0.37 -0.48 0.37
O -0.15478 3.66877 -0.58909 0.20 -0.81 -0.07
C -3.10484 1.57145 0.11628 -1.01 0.48 0.12
Cl -4.22943 2.87728 0.11262 -0.11 -0.12 -0.02
C -3.61506 0.28357 -0.02320 0.41 -0.78 0.02
N -5.02018 -0.01378 -0.15208 -0.08 1.23 -0.22
C -5.60849 0.36588 -1.40093 -0.61 0.19 -0.21
C -7.01096 -0.12178 -1.63738 0.19 -0.52 0.58
O -5.00761 0.95657 -2.25280 0.57 -0.16 0.04
C -5.79515 0.31779 1.00265 -0.14 0.03 0.65
C -5.40590 -0.37054 2.28030 0.69 0.03 -0.07
O -6.70655 1.10033 0.98699 -0.19 -0.25 -0.43
C -2.74030 -0.79797 -0.01901 -0.57 -0.08 0.06
B -3.31424 -2.28740 -0.15901 0.00 -0.38 -0.30
O -2.92667 -3.22330 0.76447 -0.62 0.52 0.35
C -4.31015 -2.78410 -1.27280 -0.18 0.70 0.22
C -5.63576 -3.22295 -0.63202 0.08 -0.15 0.13
N 0.52236 1.02456 0.30215 -0.27 -1.00 -1.04
H 3.63079 3.00739 3.44503 0.21 -0.24 0.37
H 3.94124 2.30513 -0.65251 0.11 -0.06 -0.26
H 2.27327 2.62512 -0.29824 -0.10 -0.01 -0.21
H 4.32956 -3.76621 -0.72273 -0.12 -0.13 0.19
H 5.55510 -2.57922 -0.37176 0.19 0.12 -0.15
H 7.08245 -0.34261 -1.28835 0.14 0.31 -0.45
H 7.72927 0.49060 1.12808 0.08 -0.27 -0.17
H 6.58191 1.13637 2.26896 0.00 0.03 0.11
H 6.30436 -0.46571 1.64613 -0.05 -0.15 -0.11
H 6.21499 3.18651 -0.01039 -0.03 0.05 0.15
H 6.36772 2.20306 -1.45124 -0.03 -0.02 -0.13
H 7.63546 2.17953 -0.23016 0.16 -0.05 -0.05
H -0.10330 4.29497 2.50271 0.04 0.29 -0.26
H -0.46874 2.58751 2.66544 0.00 -0.04 0.10
H 0.96894 3.02112 1.76136 0.32 0.15 -0.02
H -6.91509 -0.97260 -2.30916 -0.10 0.07 -0.33
H -7.61978 0.66117 -2.06528 -0.02 0.10 -0.19
H -7.47553 -0.50408 -0.73636 -0.14 0.09 0.08
H -4.98029 0.35981 2.96378 0.00 0.20 0.06
H -6.28957 -0.77273 2.75890 -0.16 -0.14 -0.04
H -4.64949 -1.13376 2.11877 -0.12 -0.20 0.05
H -2.67969 -2.78399 1.58771 0.52 -0.31 0.00
H -4.52386 -1.95511 -1.94567 0.12 -0.08 -0.36
H -3.90686 -3.60809 -1.85535 0.21 -0.09 -0.06
H -6.33462 -3.58668 -1.37887 -0.08 -0.14 -0.11
H -6.12896 -2.40571 -0.11326 0.01 0.16 0.06
H -5.46746 -4.00273 0.10512 -0.02 -0.20 0.02
H 0.64716 1.77620 -0.37637 0.06 0.37 0.45
```
Forces are in eV/Å.

Summary:
energy relative to the best compared isomer or geometry (same formula, charge and spin) = 0.0 kcal/mol
calculated total energy = -96786.080 eV
orbital gap = 7.809 eV
total charge = 0
LUMO energy = -0.0147 Ha
SMILES string = C#CCc1c2c(c(Cl)c(CON=O)c1B(O)N(C)C)Sc1c(c(S(C)(=O)=O)c(Cl)c(N(C(C)=O)C(C)=O)c1B(O)CC)N2



Molecular formula: C25H28BrN5O5RuS2
Method: DFT, ωB97M-V with the def2-TZVPD basis set

```
67
Properties=species:S:1:pos:R:3:forces:R:3
Ru -0.30246 0.21526 -0.34652 3.49 1.30 -0.99
C 6.87937 -0.12147 0.02287 0.07 -0.05 -0.14
O 6.41822 -0.03787 1.35988 0.07 -0.03 0.04
C 5.09924 0.01122 1.58136 -0.37 0.01 0.24
C 4.71943 0.18487 2.92906 0.12 0.05 0.17
C 3.40043 0.31422 3.25130 0.21 -0.02 0.04
C 2.38870 0.28725 2.27313 -0.26 -0.23 -0.63
C 0.99894 0.49155 2.58439 0.53 -0.21 0.36
C 0.45867 0.14749 3.94530 -0.03 0.28 -0.03
O 0.20690 0.94483 1.74233 -1.37 -0.19 -0.84
C 2.75254 0.03346 0.91354 0.24 0.13 0.93
O 1.90023 -0.15885 -0.04223 -1.51 0.11 -0.94
C 4.12998 -0.09560 0.60543 -0.17 -0.03 -0.37
H 7.96268 -0.06933 0.07524 -0.01 -0.01 0.01
H 6.50824 0.71382 -0.57634 -0.03 -0.01 0.03
H 6.58678 -1.06685 -0.43976 -0.02 0.02 0.01
H 5.49433 0.21878 3.68166 0.00 0.07 0.00
H 3.13976 0.49580 4.28499 -0.03 -0.05 0.01
H 1.21390 -0.21099 4.63558 0.00 -0.02 0.00
H -0.28894 -0.63409 3.79650 -0.02 0.01 -0.05
H -0.05583 1.00960 4.37050 -0.03 -0.01 -0.02
H 4.38207 -0.30491 -0.42607 0.02 0.03 0.03
C 2.81735 2.26939 -1.33485 -0.01 0.07 -0.05
C 1.57508 2.95030 -0.88236 0.25 0.42 0.00
N 0.38384 2.41981 -0.83227 -0.37 -1.04 0.55
C -0.57617 3.32047 -0.42316 0.28 0.45 0.08
C -0.09473 4.55964 -0.15180 0.11 -0.05 0.05
S 1.59404 4.61124 -0.41265 -0.17 -0.48 -0.14
C -1.96945 2.92333 -0.43922 -0.48 0.23 0.01
C -3.02912 3.71982 -0.14729 0.00 -0.08 0.09
S -4.48721 2.92115 -0.52758 0.38 -0.28 -0.11
C -3.59165 1.54013 -1.07032 -0.43 0.34 0.09
N -2.29960 1.68108 -0.93749 0.50 -0.70 0.28
C -4.33654 0.41242 -1.69641 -0.06 0.04 -0.04
H 2.57394 1.26499 -1.66834 0.08 0.02 0.00
H 3.52572 2.19544 -0.50916 0.01 -0.04 -0.06
H 3.28773 2.83565 -2.13870 -0.01 0.03 0.00
H -0.63448 5.43326 0.17047 -0.04 0.00 -0.02
H -3.02141 4.71532 0.26239 0.01 0.03 -0.03
H -4.88134 0.78473 -2.56477 -0.01 0.01 0.00
H -5.06975 0.00499 -0.99899 0.02 -0.05 -0.01
H -3.65291 -0.37395 -1.99203 -0.08 0.00 -0.02
N -0.01299 0.02036 -2.70471 -0.73 -0.12 1.56
C 0.73749 -1.17008 -3.11807 0.17 -0.21 -0.07
C 0.23955 -2.36537 -2.34139 0.00 0.01 -0.21
N 0.43020 -2.08882 -0.92884 -0.30 0.10 0.60
H -0.99837 -0.08269 -2.93201 -0.01 0.06 -0.14
H 0.34234 0.85771 -3.14890 -0.07 0.16 0.18
H 1.79226 -0.99573 -2.89570 -0.01 0.02 -0.02
H 0.63648 -1.36170 -4.18947 0.01 0.13 0.00
H 0.77186 -3.26138 -2.67332 -0.03 0.00 0.01
H -0.82595 -2.50170 -2.52086 0.03 -0.08 -0.01
H 1.41440 -2.03809 -0.68611 -0.06 0.04 0.09
H -0.03131 -2.77264 -0.34176 0.00 -0.02 0.02
Br -6.06513 -5.25331 -1.06888 0.00 0.10 0.06
C -5.37914 -3.85698 0.00530 0.00 -0.12 -0.06
C -6.05606 -3.45960 1.15298 0.13 0.02 -0.13
N -5.58796 -2.50624 1.94534 -0.22 0.15 0.30
C -4.44219 -1.91609 1.63886 0.13 -0.11 -0.18
C -3.71072 -2.24116 0.49995 0.04 0.21 0.19
C -4.19616 -3.23196 -0.34192 -0.05 0.01 0.03
C -2.46860 -1.47355 0.16556 -0.28 -0.36 -0.22
O -1.79598 -0.95750 1.09766 0.66 0.37 -0.41
O -2.14689 -1.34959 -1.03951 -0.37 -0.33 -0.10
H -7.00038 -3.90889 1.43524 0.03 -0.08 -0.04
H -4.09058 -1.13696 2.30482 0.02 -0.03 0.02
H -3.66270 -3.50544 -1.24189 0.01 0.02 -0.01
```
Forces are in eV/Å.

Summary:
energy relative to the best compared isomer or geometry (same formula, charge and spin) = 27.8 kcal/mol
multiplicity = 2
calculated total energy = -138356.178 eV
orbital gap (alpha / beta) = 6.407 / 6.753 eV
total charge = +1
LUMO energy (alpha / beta) = -0.1520 / -0.1396 Ha



Molecular formula: C25H28Cl16N2O4S
Method: DFT, ωB97M-V with the def2-TZVPD basis set

```
76
Properties=species:S:1:pos:R:3:forces:R:3
C -3.21566 -0.90418 7.94243 0.04 -0.12 -0.08
C -3.47940 -2.35880 7.28845 -1.14 0.41 0.07
O -2.23553 -3.03601 6.87153 -0.18 2.63 -1.17
C -1.48719 -2.15595 5.99440 3.78 -0.11 1.62
O -0.26433 -2.00691 6.29789 -5.12 -0.59 -1.78
C -2.15056 -1.42760 4.72702 -0.16 -0.32 -0.15
C -1.04192 -0.91970 3.64185 -0.75 -0.83 0.51
C -1.86095 -0.40294 2.35912 0.36 0.90 0.09
C -0.94005 0.39932 1.28889 -0.25 0.26 0.20
N -1.09292 1.82083 1.28705 3.63 -4.35 -3.31
C -0.20244 2.34710 0.28370 0.66 2.63 -1.04
C -0.18025 3.93215 0.13045 2.48 -0.10 -2.78
C 0.70867 4.65460 -0.92637 -0.38 -3.67 0.56
C 1.63901 3.83429 -1.93063 -2.49 -3.07 3.35
C 1.61539 2.29167 -1.75853 -0.04 2.57 0.29
C 2.52966 1.40007 -2.76135 -1.06 -0.44 1.45
S 1.51115 1.08441 -4.32121 0.42 -0.43 0.19
C 0.68254 -0.57879 -4.20414 -0.96 -1.04 0.48
C -0.86088 -0.46664 -3.69355 0.18 0.09 0.01
C 0.72621 1.55709 -0.67122 -0.04 0.59 -0.04
N 0.82328 0.12404 -0.61541 -3.11 1.63 3.40
C -0.00207 -0.46486 0.39208 0.40 2.18 -1.01
C 0.11004 -2.07834 0.52374 0.96 0.92 -0.79
C 1.70305 -2.35748 0.73918 -0.43 1.66 -1.17
O 2.02419 -3.77813 0.82662 0.95 1.18 3.06
C 2.82788 -3.87794 2.03401 2.64 -0.12 1.12
C 2.11497 -4.69960 3.24230 -0.47 0.57 -1.77
O 3.97266 -3.38011 2.14717 -4.75 -1.93 -0.89
H -3.87000 -0.70026 8.87360 0.88 -0.49 -1.68
H -3.45087 -0.12011 7.14365 0.51 -0.84 1.36
H -2.12303 -0.81187 8.30454 -1.70 -0.19 -0.78
H -4.06584 -2.96789 8.06533 1.42 0.37 -1.31
H -4.14528 -2.31875 6.34274 0.87 0.26 1.61
H -2.86801 -2.14344 4.16097 1.15 0.98 1.16
H -2.80996 -0.56471 5.11259 1.14 -1.22 -0.62
H -0.44365 -1.87179 3.37320 -0.64 1.75 0.46
H -0.36019 -0.12021 4.10708 -1.04 -1.28 -0.85
H -2.41349 -1.28182 1.86271 0.97 1.36 0.72
H -2.66193 0.33002 2.75490 1.26 -1.03 -0.86
H -0.82147 4.60536 0.80421 1.04 -1.44 -1.07
H 0.73303 5.79637 -1.04305 -0.27 -1.98 0.47
H 2.29437 4.36564 -2.71169 -1.17 -1.07 1.45
H 2.75962 0.37255 -2.30078 -0.39 1.62 -0.55
H 3.53156 1.89969 -3.00024 -1.71 -0.52 0.10
H 1.29530 -1.29202 -3.54198 -0.91 1.16 -0.91
H 0.64586 -1.04682 -5.26392 0.34 0.99 1.68
H -0.94305 0.13714 -2.71686 0.24 -0.84 -1.58
H -1.48973 0.05307 -4.51323 1.02 -0.81 1.41
H -1.32169 -1.50358 -3.48214 0.82 1.49 -0.49
H -0.52875 -2.50668 1.36498 0.98 0.68 -1.20
H -0.20912 -2.53458 -0.48517 0.41 0.66 1.59
H 2.02817 -1.73990 1.65167 -0.37 -1.18 -1.12
H 2.30594 -1.92917 -0.15269 -1.25 -0.59 1.44
H 1.51458 -5.53789 2.71269 0.96 1.33 1.17
H 1.36936 -3.94526 3.71143 1.23 -1.36 -0.60
H 2.86351 -5.09995 4.00389 -1.05 0.76 -1.23
Cl -6.36912 -2.34762 -1.02709 0.16 0.23 0.18
C -5.53282 -1.05005 -0.14757 -0.05 0.03 -0.09
Cl -6.17730 0.52395 -0.65961 0.14 -0.30 0.11
Cl -5.79077 -1.25640 1.59936 0.06 0.03 -0.24
Cl -3.79281 -1.12068 -0.50079 -0.28 0.03 -0.06
Cl 3.96317 2.83252 -7.56557 -0.28 0.14 0.06
C 2.39746 3.62285 -7.28030 -0.06 -0.09 -0.03
Cl 2.23528 5.02391 -8.36391 0.36 -0.08 0.49
Cl 1.08416 2.46732 -7.59930 0.44 0.09 0.42
Cl 2.30855 4.16950 -5.59098 0.01 0.02 -0.32
Cl 0.38732 3.56433 -10.45674 -0.69 0.13 -0.61
C -1.18051 4.35429 -10.17585 0.08 -0.04 -0.01
Cl -1.34202 5.75166 -11.26196 0.03 -0.22 0.18
Cl -2.49156 3.19859 -10.49864 0.21 0.19 0.06
Cl -1.27933 4.90320 -8.48857 -0.10 -0.05 -0.32
Cl 4.58848 0.38559 0.50245 0.17 -0.05 0.06
C 6.15839 -0.14296 1.14952 0.03 -0.15 0.23
Cl 5.89397 -1.27718 2.48955 0.20 0.46 -0.35
Cl 7.08688 -0.94818 -0.13445 -0.16 0.15 0.19
Cl 7.06277 1.27061 1.73654 -0.14 -0.17 -0.14
```
Forces are in eV/Å.

Summary:
calculated total energy = -248733.198 eV
orbital gap = 7.165 eV
total charge = 0
LUMO energy = -0.0375 Ha
SMILES string = CCOC(=O)CCCc1nc2cccc(CSCC)c2nc1CCOC(C)=O.ClC(Cl)(Cl)Cl.ClC(Cl)(Cl)Cl.ClC(Cl)(Cl)Cl.ClC(Cl)(Cl)Cl



Question: Look up the calculated total energy of the third one.
Answer: -248733.198 eV